(1)
Formula: C3H13NO3
Source: the Open Molecules 2025 dataset
Level of theory: ωB97M-V with the def2-TZVPD basis set

Structure (XYZ):
```
20
C3H13NO3 (ωB97M-V with the def2-TZVPD basis set)
C -0.48756 -1.06764 0.83713
N -1.26096 0.12744 1.17981
C -2.44376 0.29482 0.40602
O -2.07797 0.81827 -0.87624
C 0.91295 -1.18818 1.46861
H -0.51839 -1.28892 -0.23255
H -1.07114 -1.91723 1.20288
H -0.63476 0.91532 1.10043
H -3.08614 0.98729 1.02290
H -3.04746 -0.59842 0.23124
H -2.58671 1.57850 -1.17091
H 1.65602 -0.67421 0.82674
H 1.24987 -2.08849 1.99999
H 0.90675 -0.30148 2.16907
H 3.18973 0.28430 -2.05302
H 2.18956 -0.79651 -1.43290
O 2.56698 -0.42242 -2.24586
H 2.17166 1.75953 -1.07105
H 0.76418 1.61444 -1.51167
O 1.60716 1.96360 -1.85061
```

* 2S+1: 2
* gap between HOMO and LUMO (spin up / spin down): 2.744 / 9.365 eV
* charge: -1
* LUMO (spin up / spin down): 3.6 / 3.5 eV
* HOMO energy (spin up / spin down): 0.82 / -5.84 eV
* relative energy (zero: lowest compared OMol25 entry of this formula, charge and spin): 26.2 kcal/mol

=====

(2)
Formula: C18H31BBr4INO3PS
Source: the Open Molecules 2025 dataset
Level of theory: ωB97M-V with the def2-TZVPD basis set

Structure (XYZ):
```
61
C18H31BBr4INO3PS (ωB97M-V with the def2-TZVPD basis set)
C -4.45613 -5.79284 1.79969
C -3.81072 -4.29544 1.78517
C -2.26693 -4.44720 1.26088
I -2.05574 -5.88822 -0.36463
B -1.59815 -2.97078 0.98644
C -0.41933 -2.97837 -0.16062
O -2.47238 -1.85049 0.52959
C -2.21107 -0.69036 1.37242
C -2.14929 0.75417 0.68702
C -0.87878 1.01111 -0.25212
C 0.24806 1.92850 0.32077
C 1.51791 2.16548 -0.53065
C 1.58387 1.47351 -1.91454
C 0.44418 0.58949 -2.51521
C -0.84527 0.34723 -1.64656
C -2.00895 -0.55631 -2.27008
C -1.17577 -1.09647 2.54409
S 0.65408 -0.76878 2.36865
P -1.56724 -0.37177 4.25198
N -0.34757 -1.00032 5.39807
O -1.24583 1.33510 4.14303
O -1.23219 -2.54548 2.37817
H -5.29763 -5.75705 2.58021
H -4.91713 -6.04963 0.78792
H -3.69501 -6.58754 2.13759
H -4.36042 -3.60113 1.06874
H -3.72513 -3.90303 2.85158
H -1.70095 -4.89588 2.16518
H 0.29954 -3.85026 0.01927
H 0.15807 -1.99996 -0.26197
H -0.89660 -3.17047 -1.19856
H -3.22271 -0.63254 1.94423
H -3.07127 0.82366 -0.00948
H -2.30132 1.60033 1.45626
H 0.12329 2.36743 1.36305
H 2.34618 2.80783 -0.08447
H 2.52964 1.61924 -2.52621
H 0.55243 0.09607 -3.55247
H -1.67895 -1.62529 -2.50759
H -2.92987 -0.54890 -1.58032
H -2.38475 -0.11883 -3.27402
H 1.02182 -0.56300 1.05054
H 0.45604 -0.34755 5.46588
H 0.02254 -1.89300 5.02745
H -0.40464 1.55312 4.60849
Br 2.77942 4.75302 2.96374
C 4.60781 5.04597 2.35681
C 4.63527 5.66073 0.97954
Br 4.24724 4.33361 -0.39353
H 5.11865 4.08465 2.40983
H 5.04530 5.72594 3.08965
H 5.63436 6.03058 0.74332
H 3.91470 6.46871 0.85340
Br 1.70608 1.06240 -4.90425
C 2.88120 1.50972 -6.39589
C 3.25978 2.97030 -6.37566
Br 1.79807 4.08963 -7.01663
H 2.36606 1.21072 -7.30894
H 3.76421 0.88248 -6.26029
H 4.08633 3.16328 -7.06148
H 3.52559 3.33289 -5.38249
```

* 2S+1: 1
* gap between HOMO and LUMO: 6.507 eV
* charge: -1
* LUMO: 1.8 eV
* HOMO energy: -4.70 eV

=====

(3)
Formula: CH2N2O3S
Source: the Open Molecules 2025 dataset
Level of theory: ωB97M-V with the def2-TZVPD basis set

Structure (XYZ):
```
9
CH2N2O3S (ωB97M-V with the def2-TZVPD basis set)
C 0.18214 1.16367 0.04556
N -1.06142 0.62339 0.02292
N -0.65799 -1.07332 -0.30191
O 0.61203 2.25187 -0.08093
O 1.47716 -1.14659 1.30263
O 1.69347 -0.72898 -1.10304
S 0.97302 -0.51254 0.09682
H -1.86450 1.08344 -0.22818
H -1.35389 -1.66094 0.24613
```

* 2S+1: 1
* gap between HOMO and LUMO: 10.148 eV
* LUMO: -0.7 eV
* HOMO energy: -10.82 eV
* relative energy (zero: lowest compared OMol25 entry of this formula, charge and spin): 70.6 kcal/mol

=====

(4)
Formula: C2H3F2N
Source: the Open Molecules 2025 dataset
Level of theory: ωB97M-V with the def2-TZVPD basis set

Structure (XYZ):
```
8
C2H3F2N (ωB97M-V with the def2-TZVPD basis set)
C -1.10979 0.14976 -1.72923
C 0.21064 -0.36911 1.28351
N -0.17805 0.63936 -2.23055
F 0.29247 -1.59913 1.71873
F -0.29044 0.34640 2.30819
H -0.51953 -0.22334 0.55273
H 1.09914 0.09369 0.97685
H 0.49556 0.96236 -2.88023
```

* 2S+1: 1
* gap between HOMO and LUMO: 12.640 eV
* LUMO: 1.0 eV
* HOMO energy: -11.68 eV
* relative energy (zero: lowest compared OMol25 entry of this formula, charge and spin): 19.6 kcal/mol

=====

(5)
Formula: H2NO
Source: the Open Molecules 2025 dataset
Level of theory: ωB97M-V with the def2-TZVPD basis set

Structure (XYZ):
```
4
H2NO (ωB97M-V with the def2-TZVPD basis set)
N -0.09015 0.07473 -0.56751
O -1.26875 1.00107 -0.72153
H -0.41610 -0.55243 0.05044
H 0.58032 0.49782 0.11552
```

* 2S+1: 1
* gap between HOMO and LUMO: 7.113 eV
* charge: -1
* LUMO: 6.0 eV
* HOMO energy: -1.12 eV
* structure (SMILES): N[O-]
* relative energy (zero: lowest compared OMol25 entry of this formula, charge and spin): 3.3 kcal/mol

=====

(6)
Formula: C2H4Cl3OP
Source: the Open Molecules 2025 dataset
Level of theory: ωB97M-V with the def2-TZVPD basis set

Structure (XYZ):
```
11
C2H4Cl3OP (ωB97M-V with the def2-TZVPD basis set)
C 0.11697 -0.12487 -0.16746
C -1.41401 0.17834 0.10292
O 0.49275 -1.29646 0.99300
P 1.43190 1.04954 0.30483
Cl -1.75181 0.44720 1.73345
Cl -1.67828 1.65346 -0.88883
Cl -2.36586 -1.17455 -0.60180
H 0.28262 -0.69880 -1.05351
H 1.02375 -1.89854 0.49467
H 1.45214 1.71814 -0.84654
H 2.40984 0.14654 -0.07072
```

* 2S+1: 3
* gap between HOMO and LUMO (spin up / spin down): 5.173 / 7.365 eV
* LUMO (spin up / spin down): 0.6 / -3.6 eV
* HOMO energy (spin up / spin down): -4.59 / -11.01 eV
* relative energy (zero: lowest compared OMol25 entry of this formula, charge and spin): 82.0 kcal/mol